[1]
ORCA calculation (ωB97M-V with the def2-TZVPD basis set) on a gas-phase ion, C3H4Cl3N3 (charge +2) at a distorted geometry.

## Properties
HOMO-LUMO gap: 7.69 eV
Structure (SMILES): [H]/N=C(Cl)/[NH+]=C\[NH+]=C(Cl)Cl
Net charge: +2
LUMO level: -0.432 Eh
Energy above the lowest of the compared OMol25 structures with the same formula, charge and spin: 2.1042 eV

The geometry in XYZ format:
```
13
C3H4Cl3N3, DFT ωB97M-V with the def2-TZVPD basis set
H 2.63 -0.34 0.24
N 1.65 -0.42 0.14
C 0.87 -0.41 1.10
Cl 1.28 0.11 2.78
N -0.52 -0.67 1.03
C -1.27 -0.69 -0.03
N -1.03 0.10 -1.15
C -0.10 1.12 -1.24
Cl 0.47 1.36 -2.78
Cl 0.24 2.26 -0.03
H -0.78 -0.90 1.93
H -2.25 -1.24 0.05
H -1.18 -0.29 -2.04
```


[2]
ORCA calculation (ωB97M-V with the def2-TZVPD basis set) on a single C4H7ClO molecule at a distorted geometry.

## Properties
HOMO-LUMO gap: 10.65 eV
Structure (SMILES): C=C(Cl)[C@@H](C)O
LUMO level: 0.030 Eh
Energy above the lowest of the compared OMol25 structures with the same formula, charge and spin: 1.3261 eV

The geometry in XYZ format:
```
13
C4H7ClO, DFT ωB97M-V with the def2-TZVPD basis set
C -1.62 1.29 -0.34
C -1.01 0.13 -0.27
Cl -1.77 -1.41 0.04
C 0.48 -0.01 -0.38
C 1.25 -0.38 0.88
O 0.73 -0.99 -1.39
H -1.08 2.17 -0.51
H -2.56 1.58 0.11
H 0.84 0.99 -0.66
H 1.17 0.50 1.53
H 2.25 -0.66 0.76
H 0.80 -1.30 1.38
H 0.53 -1.92 -1.15
```


[3]
ORCA calculation (ωB97M-V with the def2-TZVPD basis set) on a gas-phase ion, C15H15Cl2N2O8 (charge -1) at a distorted geometry.

## Properties
HOMO-LUMO gap: 6.94 eV
Structure (SMILES): O=C1CC[C@](O)(OC[C@H](/N=C(\[O-])C(Cl)Cl)[C@H](O)c2ccc([N+](=O)[O-])cc2)O1
Net charge: -1
LUMO level: 0.068 Eh

The geometry in XYZ format:
```
42
C15H15Cl2N2O8, DFT ωB97M-V with the def2-TZVPD basis set
O 6.43 0.75 0.56
C 5.55 0.11 0.73
C 5.41 -1.22 1.48
C 3.79 -1.49 2.00
C 3.14 -0.48 0.64
O 2.04 0.14 1.15
O 2.98 -1.38 -0.35
C 2.45 -0.53 -1.53
C 1.01 -0.43 -1.60
N 0.58 0.49 -0.85
C -0.57 1.14 -0.91
O -1.20 0.88 -1.96
C -0.83 2.20 0.11
Cl -0.48 3.96 -0.74
Cl -2.47 2.12 0.75
C 0.20 -1.85 -1.24
O 0.18 -2.58 -2.36
C -1.07 -1.53 -0.98
C -0.99 -1.34 0.61
C -2.25 -1.32 1.27
C -3.43 -1.08 0.54
N -4.67 -1.00 1.27
O -5.75 -1.23 0.58
O -4.71 -0.90 2.45
C -3.55 -1.60 -0.67
C -2.23 -1.83 -1.36
O 4.34 0.58 0.34
H 5.74 -2.15 0.69
H 5.95 -1.23 2.43
H 3.70 -1.03 2.97
H 3.39 -2.31 2.00
H 1.30 0.50 0.60
H 2.72 -1.32 -2.43
H 3.03 0.06 -1.79
H 0.74 -0.09 -2.61
H -0.15 2.17 0.79
H 0.79 -2.37 -0.67
H -0.28 -1.98 -3.25
H -0.11 -1.27 0.98
H -2.25 -0.66 2.36
H -4.44 -1.65 -1.43
H -2.26 -1.93 -2.53
```


[4]
ORCA calculation (ωB97M-V with the def2-TZVPD basis set) on 7 unconnected molecules or ions with the total composition C52H45N2O13 at a distorted geometry.

## Properties
HOMO-LUMO gap: 7.49 eV
Net charge: +1
LUMO level: -0.146 Eh

The geometry in XYZ format:
```
112
C52H45N2O13, DFT ωB97M-V with the def2-TZVPD basis set
C -0.31 4.55 1.79
C 0.52 3.37 1.26
C 0.73 3.55 -0.28
N -0.18 2.73 -1.12
C -1.48 2.78 -0.82
C -2.41 2.11 -1.53
C -2.02 1.34 -2.60
C -0.68 1.29 -2.91
C 0.23 1.99 -2.16
C 1.72 1.93 -2.57
N 2.09 0.81 -3.42
O 1.72 3.40 2.00
C 2.59 2.28 1.86
C 2.18 1.10 2.71
C 1.20 0.18 2.37
C 0.91 -0.87 3.19
C 1.58 -1.08 4.37
C 2.53 -0.17 4.70
C 2.83 0.89 3.90
H -0.94 4.99 1.01
H -1.01 4.18 2.56
H 0.33 5.35 2.14
H -0.05 2.45 1.39
H 0.51 4.59 -0.53
H 1.78 3.41 -0.52
H -1.84 3.39 0.00
H -3.44 2.22 -1.26
H -2.75 0.81 -3.19
H -0.39 0.68 -3.75
H 1.92 2.83 -3.16
H 2.31 1.88 -1.66
H 1.66 -0.05 -3.08
H 1.65 0.96 -4.32
H 2.77 1.97 0.83
H 3.56 2.60 2.24
H 0.66 0.32 1.44
H 0.16 -1.60 2.91
H 1.36 -1.93 4.99
H 3.08 -0.29 5.63
H 3.62 1.57 4.22
C 2.70 -6.10 0.29
C 1.56 -5.43 0.44
C 1.55 -3.97 0.63
O 0.50 -3.35 0.77
C 2.85 -3.26 0.64
C 3.99 -3.93 0.49
C 4.01 -5.40 0.30
O 5.04 -6.01 0.16
H 2.73 -7.17 0.15
H 0.59 -5.92 0.43
H 2.82 -2.19 0.78
H 4.96 -3.44 0.50
C -3.37 -4.76 1.55
C -2.62 -3.68 1.76
C -3.17 -2.48 2.43
O -2.49 -1.49 2.61
C -4.59 -2.52 2.86
C -5.34 -3.60 2.65
C -4.79 -4.81 1.98
O -5.47 -5.79 1.80
H -2.99 -5.65 1.07
H -1.58 -3.63 1.46
H -4.97 -1.63 3.34
H -6.38 -3.65 2.96
C -2.87 1.81 4.75
C -2.09 2.84 5.09
C -2.60 3.94 5.95
O -1.89 4.88 6.25
C -4.00 3.85 6.42
C -4.78 2.82 6.08
C -4.27 1.72 5.22
O -4.98 0.78 4.92
H -2.52 1.00 4.12
H -1.07 2.93 4.75
H -4.35 4.66 7.05
H -5.80 2.74 6.42
C -1.83 -3.03 -3.92
C -1.51 -1.96 -4.64
C -0.39 -2.00 -5.61
O -0.10 -1.01 -6.26
C 0.35 -3.27 -5.75
C 0.02 -4.34 -5.04
C -1.10 -4.31 -4.06
O -1.40 -5.28 -3.41
H -2.65 -3.02 -3.20
H -2.03 -1.02 -4.55
H 1.16 -3.28 -6.47
H 0.55 -5.29 -5.13
C 6.61 6.15 4.97
C 6.58 4.88 4.57
C 5.40 4.03 4.83
O 5.38 2.87 4.46
C 4.25 4.64 5.54
C 4.28 5.90 5.94
C 5.46 6.77 5.68
O 5.49 7.92 6.04
H 7.47 6.80 4.79
H 7.41 4.42 4.05
H 3.40 3.99 5.71
H 3.45 6.37 6.46
C -1.53 -3.23 -11.24
C -1.33 -3.72 -10.02
C -2.20 -3.33 -8.88
O -2.02 -3.77 -7.76
C -3.30 -2.38 -9.15
C -3.51 -1.89 -10.37
C -2.64 -2.28 -11.51
O -2.82 -1.83 -12.62
H -0.91 -3.50 -12.08
H -0.53 -4.42 -9.79
H -3.93 -2.11 -8.31
H -4.31 -1.19 -10.59
```


[5]
ORCA calculation (ωB97M-V with the def2-TZVPD basis set) on a gas-phase ion, CHN6 (charge +1) at a distorted geometry.

## Properties
HOMO-LUMO gap: 7.87 eV
Structure (SMILES): N#[N+]n1cnnn1
Net charge: +1
LUMO level: -0.344 Eh
Energy above the lowest of the compared OMol25 structures with the same formula, charge and spin: 2.2837 eV

The geometry in XYZ format:
```
8
CHN6, DFT ωB97M-V with the def2-TZVPD basis set
N 0.66 2.24 1.89
N 0.34 1.51 1.14
N -0.08 0.27 0.01
C 0.62 -0.74 -0.59
N -0.31 -1.51 -1.04
N -1.52 -0.99 -0.67
N -1.38 0.06 -0.04
H 1.68 -0.84 -0.70
```


[6]
ORCA calculation (ωB97M-V with the def2-TZVPD basis set) on 3 unconnected molecules or ions with the total composition C14H35NO8S.

## Properties
HOMO-LUMO gap: 9.38 eV
Structure (SMILES): COC[C@@H](N)CCCS(=O)(=O)O.COCCOC.COCCOC
LUMO level: 0.015 Eh

The geometry in XYZ format:
```
59
C14H35NO8S, DFT ωB97M-V with the def2-TZVPD basis set
C -3.80 5.19 0.90
O -3.64 3.88 0.41
C -2.65 3.16 1.11
C -2.49 1.80 0.44
N -1.93 1.90 -0.91
C -1.68 0.81 1.29
C -0.53 1.40 2.10
C 0.50 0.34 2.50
S 2.17 0.89 2.41
O 2.33 2.15 3.09
O 3.03 -0.22 2.69
O 2.29 1.20 0.83
H -4.06 5.19 1.96
H -4.62 5.64 0.34
H -2.89 5.79 0.75
H -1.70 3.72 1.10
H -2.95 3.04 2.17
H -3.50 1.40 0.33
H -2.64 2.21 -1.56
H -1.16 2.56 -0.97
H -2.37 0.27 1.95
H -1.28 0.07 0.59
H -0.91 1.88 3.01
H -0.04 2.20 1.54
H 0.45 -0.55 1.87
H 0.40 0.02 3.54
H 2.63 2.09 0.73
C -5.17 -3.66 -1.32
O -5.24 -2.81 -2.45
C -5.48 -1.46 -2.13
C -4.21 -0.63 -2.16
O -3.30 -1.03 -1.15
C -2.21 -1.79 -1.63
H -4.90 -4.65 -1.68
H -4.43 -3.31 -0.60
H -6.15 -3.73 -0.82
H -5.95 -1.37 -1.15
H -6.18 -1.06 -2.88
H -4.46 0.42 -2.00
H -3.74 -0.71 -3.15
H -1.56 -1.17 -2.26
H -2.54 -2.66 -2.20
H -1.64 -2.12 -0.76
C 5.74 -2.55 -2.08
O 5.20 -1.39 -1.49
C 4.73 -1.59 -0.17
C 5.71 -1.10 0.88
O 6.91 -1.85 0.88
C 7.98 -1.20 0.21
H 6.16 -2.26 -3.04
H 6.53 -2.99 -1.46
H 4.96 -3.31 -2.24
H 4.51 -2.65 0.00
H 3.79 -1.03 -0.06
H 5.25 -1.20 1.86
H 5.92 -0.04 0.71
H 8.29 -0.30 0.76
H 7.71 -0.92 -0.81
H 8.81 -1.90 0.19
```


[7]
ORCA calculation (ωB97M-V with the def2-TZVPD basis set) on a molecular structure, C23H12F5NO5PtS7 at a distorted geometry.

## Properties
HOMO-LUMO gap (alpha / beta): 6.17 / 4.49 eV
2S+1: 5
LUMO level (alpha / beta): -0.044 / -0.138 Eh
Energy above the lowest of the compared OMol25 structures with the same formula, charge and spin: 0.0000 eV
Expectation value of S²: 6.035

The geometry in XYZ format:
```
54
C23H12F5NO5PtS7, DFT ωB97M-V with the def2-TZVPD basis set
Pt -1.73 2.15 1.72
S -5.52 8.02 -0.35
C -4.45 6.90 0.12
S -4.36 6.15 1.79
C -3.71 4.65 1.32
C -3.15 4.53 0.04
S -2.07 3.21 -0.33
S -3.51 6.04 -0.96
S -3.63 3.33 2.39
F 3.37 -1.63 5.28
C 2.24 -1.05 4.83
C 2.06 0.38 4.90
F 3.07 1.16 5.41
C 0.94 0.90 4.26
F 0.75 2.22 4.39
C -0.03 0.10 3.74
S -1.67 0.68 3.33
C 0.36 -1.21 3.36
F -0.54 -2.01 2.79
C 1.52 -1.80 3.89
F 1.98 -3.05 3.61
O 0.36 2.13 1.01
C 0.68 0.93 0.70
O -0.10 -0.04 0.93
C 1.94 0.75 -0.11
C 2.59 1.92 -0.54
C 3.70 1.93 -1.39
C 4.19 0.70 -1.82
C 3.53 -0.55 -1.26
C 2.42 -0.48 -0.43
N 4.13 -1.79 -1.76
O 5.39 -1.78 -2.01
O 3.39 -2.76 -1.88
H 1.95 2.85 -0.31
H 4.07 2.85 -1.77
H 4.94 0.49 -2.59
H 2.03 -1.43 -0.17
C -4.08 -1.76 -3.62
S -2.86 -0.94 -2.54
O -3.44 -0.60 -1.27
C -1.45 -2.12 -2.28
C -0.89 -2.74 -3.40
C 0.04 -3.78 -3.28
C 0.45 -4.13 -2.00
C -0.09 -3.48 -0.87
C -1.10 -2.50 -1.03
H -4.28 -1.19 -4.60
H -4.90 -1.85 -3.02
H -3.68 -2.76 -3.86
H -1.18 -2.48 -4.40
H 0.47 -4.27 -4.07
H 1.20 -4.88 -1.88
H 0.20 -3.82 0.12
H -1.53 -2.09 -0.13
```


[8]
ORCA calculation (ωB97M-V with the def2-TZVPD basis set) on a molecular structure, C27H27CuN2OPS.

## Properties
HOMO-LUMO gap: 8.14 eV
Net charge: +1
LUMO level: -0.100 Eh

The geometry in XYZ format:
```
60
C27H27CuN2OPS, DFT ωB97M-V with the def2-TZVPD basis set
Cu 1.11 0.27 0.61
C 4.04 1.70 0.43
C 3.88 1.62 -1.09
C 3.11 2.83 -1.61
C 3.22 0.29 -1.51
C 3.29 -0.01 -3.02
O 1.95 -0.34 -3.38
C 1.18 -0.20 -2.29
N 1.79 0.18 -1.23
C -0.23 -0.56 -2.49
C -0.55 -1.04 -3.77
C -1.84 -1.41 -4.11
C -2.86 -1.28 -3.18
C -2.57 -0.82 -1.92
C -1.27 -0.47 -1.54
P -1.08 0.05 0.20
C -1.54 -1.42 1.18
C -2.04 -2.62 0.70
C -2.28 -3.66 1.58
C -2.03 -3.52 2.93
C -1.54 -2.32 3.42
C -1.28 -1.28 2.55
C -2.50 1.18 0.40
C -2.67 2.18 -0.56
C -3.66 3.13 -0.40
C -4.47 3.11 0.72
C -4.32 2.11 1.67
C -3.33 1.15 1.51
H 4.57 2.61 0.69
H 4.61 0.86 0.81
H 3.06 1.71 0.91
H 4.88 1.61 -1.54
H 2.11 2.86 -1.20
H 3.05 2.83 -2.70
H 3.63 3.75 -1.31
H 3.72 -0.51 -0.94
H 3.92 -0.86 -3.28
H 3.61 0.85 -3.61
H 0.23 -1.13 -4.51
H -2.05 -1.78 -5.10
H -3.87 -1.54 -3.44
H -3.36 -0.70 -1.19
H -2.25 -2.75 -0.35
H -2.69 -4.59 1.20
H -2.22 -4.35 3.61
H -1.36 -2.20 4.48
H -0.88 -0.35 2.91
H -2.02 2.21 -1.43
H -3.80 3.89 -1.15
H -5.23 3.86 0.86
H -4.96 2.08 2.53
H -3.22 0.37 2.26
S 3.05 -2.36 3.52
C 2.48 -0.97 4.34
C 1.99 -0.06 3.46
N 2.06 -0.45 2.16
C 2.60 -1.63 2.04
H 2.53 -0.90 5.41
H 1.57 0.90 3.71
H 2.76 -2.12 1.10
```


[9]
ORCA calculation (ωB97M-V with the def2-TZVPD basis set) on a single C3H9NS molecule at a distorted geometry.

## Properties
HOMO-LUMO gap: 9.40 eV
Structure (SMILES): CNCSC
LUMO level: 0.034 Eh
Energy above the lowest of the compared OMol25 structures with the same formula, charge and spin: 0.7886 eV

The geometry in XYZ format:
```
14
C3H9NS, DFT ωB97M-V with the def2-TZVPD basis set
C -0.44 0.38 -2.15
N -0.07 -0.78 -1.30
C -0.80 -0.81 -0.07
S -0.19 0.20 1.38
C 1.52 0.64 0.87
H -1.37 0.25 -2.70
H 0.37 0.45 -2.88
H -0.57 1.29 -1.56
H 0.93 -0.72 -1.22
H -1.77 -0.34 -0.17
H -0.89 -1.83 0.28
H 1.59 1.37 0.07
H 1.88 1.10 1.78
H 2.07 -0.27 0.63
```


[10]
ORCA calculation (ωB97M-V with the def2-TZVPD basis set) on a single C5H4N2S molecule at a distorted geometry.

## Properties
HOMO-LUMO gap: 9.77 eV
Structure (SMILES): C#C[C@@H](C#N)SN=C
LUMO level: 0.017 Eh
Energy above the lowest of the compared OMol25 structures with the same formula, charge and spin: 4.9171 eV

The geometry in XYZ format:
```
12
C5H4N2S, DFT ωB97M-V with the def2-TZVPD basis set
C 0.30 0.96 -2.33
C -0.31 0.92 -1.30
C -1.24 0.77 -0.19
C -1.65 -0.59 -0.29
N -1.77 -1.77 -0.34
S -0.41 0.88 1.42
N 0.56 -0.50 1.12
C 1.70 -0.84 1.74
H 0.69 0.94 -3.44
H -2.20 1.46 -0.26
H 2.21 -0.31 2.66
H 2.10 -1.93 1.20
```


[11]
ORCA calculation (ωB97M-V with the def2-TZVPD basis set) on a molecular structure, C10H43B2N13NiO7 at a distorted geometry.

## Properties
HOMO-LUMO gap (alpha / beta): 8.99 / 8.44 eV
2S+1: 3
LUMO level (alpha / beta): -0.002 / -0.022 Eh
Energy above the lowest of the compared OMol25 structures with the same formula, charge and spin: 0.0000 eV
Expectation value of S²: 2.004

The geometry in XYZ format:
```
76
C10H43B2N13NiO7, DFT ωB97M-V with the def2-TZVPD basis set
Ni 5.45 -14.90 22.23
B 7.31 -15.44 20.92
H 7.90 -15.28 19.91
H 7.83 -16.37 21.46
H 7.34 -14.48 21.63
H 6.18 -15.75 20.70
B 4.89 -12.88 20.96
H 4.48 -13.27 22.00
H 5.98 -12.44 20.98
H 4.98 -13.87 20.29
H 4.05 -12.19 20.49
C 4.64 -18.19 20.99
C 3.92 -16.95 20.45
C 2.62 -17.28 19.75
O 1.92 -18.34 20.37
C 0.59 -18.40 19.93
N 3.79 -15.97 21.57
H 3.97 -18.85 21.54
H 5.45 -17.91 21.65
H 5.00 -18.77 20.14
H 4.57 -16.49 19.70
H 2.83 -17.52 18.70
H 1.96 -16.40 19.69
H 0.16 -19.36 20.22
H 0.48 -18.24 18.86
H -0.01 -17.65 20.47
H 3.36 -16.47 22.35
H 3.03 -15.34 21.27
C 6.88 -12.21 17.51
O 7.28 -11.85 16.42
N 5.53 -12.29 17.81
N 7.70 -12.60 18.53
H 4.97 -12.19 16.98
H 5.25 -12.78 18.64
H 8.69 -12.62 18.35
H 7.38 -12.74 19.47
C 1.27 -13.94 19.51
O 1.28 -14.21 20.72
N 2.45 -13.63 18.89
N 0.15 -13.93 18.75
H 2.43 -13.52 17.89
H 3.21 -13.40 19.52
H 0.20 -14.07 17.75
H -0.68 -14.21 19.23
C 7.33 -13.09 24.23
O 6.43 -13.48 23.51
N 8.62 -13.45 24.05
N 7.07 -12.28 25.31
H 9.36 -13.19 24.69
H 8.82 -14.04 23.27
H 6.14 -11.90 25.26
H 7.69 -11.99 26.04
C 6.14 -9.09 21.04
O 6.73 -8.02 21.10
N 5.18 -9.34 20.09
N 6.37 -10.10 21.94
H 5.02 -10.31 19.85
H 5.18 -8.64 19.36
H 6.19 -11.08 21.70
H 7.14 -9.87 22.55
C 0.93 -9.83 19.57
O 0.57 -10.36 18.53
N 0.86 -8.47 19.75
N 1.40 -10.56 20.63
H 0.65 -7.99 18.90
H 1.37 -8.06 20.51
H 1.55 -11.52 20.40
H 1.53 -10.12 21.52
C 3.20 -13.89 24.34
O 4.05 -14.69 23.96
N 3.24 -12.57 24.03
N 2.20 -14.26 25.20
H 4.08 -12.24 23.59
H 2.45 -11.96 24.13
H 2.25 -15.18 25.60
H 1.65 -13.54 25.63
```


| no. | calculated total energy (Eh) |
| --- | --- |
| 1 | -1660.78631 |
| 2 | -691.99718 |
| 3 | -2211.92064 |
| 4 | -3095.68926 |
| 5 | -366.71916 |
| 6 | -1609.17181 |
| 7 | -4720.22873 |
| 8 | -3609.69376 |
| 9 | -572.61111 |
| 10 | -700.43518 |
| 11 | -3203.47449 |